(1)
This record from the Open Molecules 2025 dataset describes 2 unconnected molecules or ions with the total composition C4H6O2. The level of theory is ωB97M-V/def2-TZVPD.

Element x y z (Å)
O (0.8310, 2.0472, -0.1485)
C (1.3644, 0.9990, -0.3405)
C (1.4378, -0.4365, -0.4118)
O (2.5540, 0.5320, -0.7010)
H (1.0661, -0.9668, -1.2845)
H (1.5782, -1.0299, 0.4878)
C (-1.3556, -0.8459, 0.3683)
C (-1.5971, 0.4605, 0.4338)
H (-1.5252, -1.4140, -0.5454)
H (-0.9733, -1.4004, 1.2248)
H (-1.4140, 1.0342, 1.3396)
H (-1.9665, 1.0207, -0.4226)

Forces on atoms 1 to 6 (eV/Å):
O 0.411 -0.596 -0.145
C -0.182 0.496 0.078
C -0.164 -0.189 0.033
O 0.153 0.155 -0.035
H 0.113 0.119 0.081
H 0.059 0.129 -0.121

Calculated values
HOMO, eV: -10.24
LUMO, eV: 0.78
ΔE to the lowest compared entry with this formula, charge and spin, eV: 2.806
Energy, hartree: -306.40317
SMILES: O=C1CO1.C=C
Maximum force, eV/Å: 0.74

Here are the Mulliken charges for atoms 1 to 2, given in e: -0.488, 0.773

=====

(2)
This record from the Open Molecules 2025 dataset describes 3 unconnected molecules or ions with the total composition C2H7O4. The level of theory is ωB97M-V/def2-TZVPD.

Element x y z (Å)
O (-1.2593, 0.2370, -0.9554)
C (-0.6505, 1.1236, -0.3065)
O (-0.5971, 2.3832, -0.2744)
C (0.4406, 0.5318, 0.7448)
H (1.3669, 1.0012, 0.5624)
H (-0.1263, 1.0085, 1.5977)
H (0.5191, -0.5777, 0.4229)
H (-0.1990, 5.5472, -0.6471)
H (0.3954, 4.2945, -0.5623)
O (0.6658, 5.2346, -0.6030)
H (0.5090, -6.9446, 0.4159)
H (-0.5617, -6.7379, -0.6361)
O (-0.5029, -7.1014, 0.2412)

Forces on atoms 1 to 6 (eV/Å):
O -0.255 1.739 0.249
C 2.419 -1.099 0.244
O -1.240 -0.145 -0.911
C -2.756 -0.846 -1.538
H 1.026 0.755 0.035
H 1.275 -1.641 0.121

Calculated values
HOMO, eV: -3.83
LUMO, eV: 2.71
ΔE to the lowest compared entry with this formula, charge and spin, eV: 1.754
Total charge: -1
Energy, hartree: -381.39573
Maximum force, eV/Å: 3.47

Here are the Mulliken charges for atoms 1 to 2, given in e: -0.697, 0.479

=====

| no. | gap between HOMO and LUMO (eV) |
| --- | --- |
| 1 | 11.02 |
| 2 | 6.54 |